# C2H3O2

A 2-piece molecular cluster, C2H3O2 overall in a non-equilibrium geometry (ωB97M-V with the def2-TZVPD basis set, OMol25).

Relative energy (zero: lowest compared OMol25 entry of this formula, charge and spin) = 22.93 kJ/mol
Kohn-Sham gap = 11.88 eV
M = 59.044 g mol⁻¹

```
! RIJCOSX wB97M-V def2-TZVPD def2/J DEFGRID3
* xyz 1 1
C 1.0259 -1.8821 0.5982
C -0.6351 1.2867 -0.4704
O 1.5404 -2.7972 0.9273
O -0.6510 0.1784 0.0215
H 0.2296 -0.5355 0.2866
H 0.1082 2.1129 -0.3572
H -1.6180 1.6369 -1.0059
*
```